C11H27N4O | ωB97M-V/def2-TZVPD

Geometry as ORCA input:
```
! RIJCOSX wB97M-V def2-TZVPD def2/J DEFGRID3
* xyz 1 1
C -3.483 3.201 -1.143
C -2.469 2.409 -0.240
N -1.562 1.619 -1.117
C -1.230 0.296 -0.561
C -1.662 -0.725 -1.741
C -0.372 -1.146 -2.535
N 0.819 -0.560 -1.784
C 0.292 -0.071 -0.485
C 1.121 0.990 0.356
C 1.320 0.405 1.794
C 2.460 1.310 -0.381
C 3.330 2.417 0.296
H -2.974 3.998 -1.717
H -3.957 2.487 -1.843
H -4.256 3.678 -0.509
H -3.027 1.703 0.406
H -1.904 3.134 0.384
H -0.705 2.156 -1.229
H -1.679 -0.018 0.397
H -2.411 -0.197 -2.360
H -2.204 -1.559 -1.247
H -0.389 -0.954 -3.623
H -0.243 -2.232 -2.361
H 1.514 -1.285 -1.622
H 1.227 0.103 -2.447
H 0.303 -1.007 0.129
H 0.496 1.905 0.455
H 2.060 -0.424 1.789
H 0.349 -0.046 2.096
H 1.553 1.171 2.558
H 3.059 0.386 -0.530
H 2.184 1.681 -1.401
H 3.194 2.501 1.389
H 3.196 3.421 -0.159
H 4.396 2.150 0.114
C 0.220 -3.645 2.163
O 0.248 -2.509 1.690
N -0.258 -3.901 3.406
N 0.664 -4.734 1.480
H -0.291 -4.816 3.814
H -0.594 -3.119 3.939
H 1.025 -4.582 0.558
H 0.651 -5.666 1.848
*
```

LUMO level   -2.83 eV
ΔE to the lowest compared entry with this formula, charge and spin   0.000 eV
E_HOMO   -11.98 eV
Molar mass   231.4 g/mol

Partial atomic charges computed with the natural (NBO) method, in multiples of e: atom 1 (C): -0.612, atom 2 (C): -0.218, atom 3 (N): -0.652, atom 4 (C): -0.042, atom 5 (C): -0.435, atom 6 (C): -0.240, atom 7 (N): -0.511, atom 8 (C): -0.100, atom 9 (C): -0.216, atom 10 (C): -0.617, atom 11 (C): -0.401, atom 12 (C): -0.621, atom 13 (H): 0.211, atom 14 (H): 0.212, atom 15 (H): 0.219, atom 16 (H): 0.191, atom 17 (H): 0.185, atom 18 (H): 0.358, atom 19 (H): 0.237, atom 20 (H): 0.253, atom 21 (H): 0.231, atom 22 (H): 0.247, atom 23 (H): 0.221, atom 24 (H): 0.439, atom 25 (H): 0.436, atom 26 (H): 0.282, atom 27 (H): 0.212, atom 28 (H): 0.220, atom 29 (H): 0.229, atom 30 (H): 0.227, atom 31 (H): 0.194, atom 32 (H): 0.180, atom 33 (H): 0.222, atom 34 (H): 0.223, atom 35 (H): 0.225, atom 36 (C): 0.787, atom 37 (O): -0.727, atom 38 (N): -0.829, atom 39 (N): -0.833, atom 40 (H): 0.400, atom 41 (H): 0.413, atom 42 (H): 0.401, atom 43 (H): 0.401

---

C4H10BN | ωB97M-V/def2-TZVPD

Geometry as ORCA input:
```
! RIJCOSX wB97M-V def2-TZVPD def2/J DEFGRID3
* xyz 0 1
B -0.395 1.328 -0.874
C -1.451 0.215 -1.166
C -0.809 -1.135 -0.647
C -0.215 -0.849 0.682
C 1.907 0.625 1.077
N 0.527 0.457 0.737
H -0.242 2.508 -1.218
H -2.286 0.397 -0.420
H -1.785 0.220 -2.219
H -1.418 -2.088 -0.689
H 0.084 -1.329 -1.239
H -1.106 -0.751 1.465
H 0.490 -1.614 1.109
H 2.013 0.488 2.165
H 2.568 -0.079 0.413
H 2.119 1.608 0.823
*
```

LUMO level   0.34 eV
ΔE to the lowest compared entry with this formula, charge and spin   3.595 eV
E_HOMO   -7.70 eV
Molar mass   82.9 g/mol

Partial atomic charges computed with the natural (NBO) method, in multiples of e: atom 1 (B): 0.775, atom 2 (C): -0.862, atom 3 (C): -0.398, atom 4 (C): -0.223, atom 5 (C): -0.398, atom 6 (N): -0.636, atom 7 (H): -0.080, atom 8 (H): 0.259, atom 9 (H): 0.250, atom 10 (H): 0.219, atom 11 (H): 0.195, atom 12 (H): 0.160, atom 13 (H): 0.199, atom 14 (H): 0.185, atom 15 (H): 0.152, atom 16 (H): 0.202

---

C13H15AsCl5N2O3RbS | ωB97M-V/def2-TZVPD

Geometry as ORCA input:
```
! RIJCOSX wB97M-V def2-TZVPD def2/J DEFGRID3
* xyz -2 1
Rb 0.203 1.457 0.544
N 1.654 4.749 -0.606
C 2.841 4.128 -0.008
C 2.415 3.198 1.139
O 1.365 3.547 1.774
N 3.179 2.155 1.290
C 2.960 1.321 2.473
C 2.542 -0.133 2.140
O 3.440 -0.988 2.012
O 1.291 -0.357 2.030
H 1.852 5.685 -0.936
H 0.986 4.825 0.161
H 3.534 4.867 0.420
H 3.396 3.542 -0.741
H 2.210 1.750 3.148
H 3.914 1.246 3.005
Cl -1.011 2.208 -2.434
C -2.654 1.821 -1.887
C -2.846 1.547 -0.550
C -4.148 1.256 -0.213
Cl -4.515 0.873 1.484
C -5.214 1.235 -1.110
Cl -6.839 0.858 -0.613
C -4.961 1.525 -2.450
Cl -6.254 1.516 -3.607
C -3.660 1.823 -2.850
Cl -3.345 2.186 -4.521
C 1.818 -2.918 0.292
As 0.548 -4.065 -0.563
C 0.971 -5.835 0.104
C -1.134 -3.656 0.288
S 0.439 -4.076 -2.644
H 2.040 -3.313 1.283
H 1.417 -1.919 0.470
H 2.735 -2.864 -0.288
H 0.917 -5.851 1.192
H 1.979 -6.085 -0.222
H 0.267 -6.544 -0.326
H -1.070 -3.869 1.355
H -1.920 -4.246 -0.180
H -1.339 -2.597 0.145
*
```

LUMO level   4.04 eV
ΔE to the lowest compared entry with this formula, charge and spin   0.379 eV
E_HOMO   -2.06 eV
Molar mass   617.0 g/mol

Partial atomic charges computed with the natural (NBO) method, in multiples of e: atom 1 (Rb): 0.931, atom 2 (N): -0.864, atom 3 (C): -0.293, atom 4 (C): 0.544, atom 5 (O): -0.857, atom 6 (N): -0.644, atom 7 (C): -0.359, atom 8 (C): 0.767, atom 9 (O): -0.772, atom 10 (O): -0.875, atom 11 (H): 0.331, atom 12 (H): 0.382, atom 13 (H): 0.153, atom 14 (H): 0.189, atom 15 (H): 0.181, atom 16 (H): 0.176, atom 17 (Cl): -0.054, atom 18 (C): -0.073, atom 19 (C): -0.350, atom 20 (C): -0.068, atom 21 (Cl): -0.073, atom 22 (C): -0.108, atom 23 (Cl): -0.015, atom 24 (C): -0.106, atom 25 (Cl): -0.006, atom 26 (C): -0.106, atom 27 (Cl): -0.006, atom 28 (C): -0.982, atom 29 (As): 1.453, atom 30 (C): -0.980, atom 31 (C): -0.974, atom 32 (S): -0.753, atom 33 (H): 0.252, atom 34 (H): 0.301, atom 35 (H): 0.250, atom 36 (H): 0.223, atom 37 (H): 0.236, atom 38 (H): 0.230, atom 39 (H): 0.230, atom 40 (H): 0.232, atom 41 (H): 0.259

---

C5H11NO2 | ωB97M-V/def2-TZVPD

Geometry as ORCA input:
```
! RIJCOSX wB97M-V def2-TZVPD def2/J DEFGRID3
* xyz 0 1
C 1.182 -1.504 -0.329
C 0.496 -0.268 0.318
C 1.406 0.890 -0.304
C 0.773 2.110 -0.991
O 1.216 3.221 -0.849
N -0.949 -0.017 -0.035
C -1.959 0.038 1.001
O -2.567 -1.232 1.215
H 0.514 -2.294 0.029
H 0.896 -1.638 -1.456
H 2.240 -1.673 -0.225
H 0.697 -0.403 1.494
H 2.294 0.494 -0.897
H 2.255 1.178 0.465
H -0.089 1.914 -1.591
H -1.152 -0.260 -0.966
H -1.538 0.306 1.992
H -2.747 0.755 0.661
H -2.967 -1.616 0.466
*
```

LUMO level   0.78 eV
ΔE to the lowest compared entry with this formula, charge and spin   3.401 eV
E_HOMO   -8.98 eV
SMILES string   C[C@@H](CC=O)NCO
Molar mass   117.1 g/mol

Partial atomic charges computed with the natural (NBO) method, in multiples of e: atom 1 (C): -0.639, atom 2 (C): -0.030, atom 3 (C): -0.567, atom 4 (C): 0.443, atom 5 (O): -0.516, atom 6 (N): -0.687, atom 7 (C): 0.099, atom 8 (O): -0.744, atom 9 (H): 0.215, atom 10 (H): 0.197, atom 11 (H): 0.226, atom 12 (H): 0.215, atom 13 (H): 0.242, atom 14 (H): 0.238, atom 15 (H): 0.114, atom 16 (H): 0.377, atom 17 (H): 0.192, atom 18 (H): 0.160, atom 19 (H): 0.466

---

C18H20BrNS | ωB97M-V/def2-TZVPD

Geometry as ORCA input:
```
! RIJCOSX wB97M-V def2-TZVPD def2/J DEFGRID3
* xyz 0 1
Br -5.631 3.531 2.677
C -4.310 3.044 1.382
C -3.139 3.811 1.260
C -2.073 3.316 0.488
C -2.166 2.026 -0.097
S -0.784 1.237 -0.905
C -0.063 -0.485 -0.234
C 0.552 -0.011 1.047
C 1.917 0.303 1.127
C 2.453 0.615 2.391
C 1.591 0.766 3.492
C 0.202 0.575 3.353
C -0.318 0.217 2.114
N 0.835 -1.155 -1.122
C 0.255 -1.693 -2.352
C 1.354 -1.843 -3.403
C 2.534 -2.684 -2.910
C 2.939 -2.362 -1.467
C 1.732 -2.180 -0.550
C -3.436 1.410 -0.174
C -4.498 1.885 0.608
H -3.055 4.763 1.779
H -1.163 3.900 0.360
H -1.024 -1.059 -0.065
H 2.561 0.333 0.239
H 3.532 0.752 2.495
H 2.014 0.997 4.477
H -0.478 0.698 4.198
H -1.395 0.143 1.935
H -0.534 -1.020 -2.713
H -0.177 -2.704 -2.196
H 1.749 -0.856 -3.683
H 0.905 -2.298 -4.291
H 2.292 -3.752 -2.968
H 3.399 -2.471 -3.545
H 3.561 -3.152 -1.029
H 3.533 -1.436 -1.499
H 2.099 -1.898 0.443
H 1.228 -3.164 -0.455
H -3.553 0.549 -0.831
H -5.443 1.352 0.622
*
```

LUMO level   0.25 eV
E_HOMO   -7.95 eV
SMILES string   Brc1ccc(S[C@H](c2ccccc2)N2CCCCC2)cc1
Molar mass   362.3 g/mol

Partial atomic charges computed with the natural (NBO) method, in multiples of e: atom 1 (Br): 0.055, atom 2 (C): -0.074, atom 3 (C): -0.241, atom 4 (C): -0.195, atom 5 (C): -0.169, atom 6 (S): 0.116, atom 7 (C): -0.032, atom 8 (C): -0.057, atom 9 (C): -0.221, atom 10 (C): -0.206, atom 11 (C): -0.225, atom 12 (C): -0.203, atom 13 (C): -0.207, atom 14 (N): -0.482, atom 15 (C): -0.220, atom 16 (C): -0.399, atom 17 (C): -0.400, atom 18 (C): -0.397, atom 19 (C): -0.223, atom 20 (C): -0.208, atom 21 (C): -0.244, atom 22 (H): 0.235, atom 23 (H): 0.236, atom 24 (H): 0.187, atom 25 (H): 0.230, atom 26 (H): 0.216, atom 27 (H): 0.215, atom 28 (H): 0.218, atom 29 (H): 0.219, atom 30 (H): 0.222, atom 31 (H): 0.165, atom 32 (H): 0.205, atom 33 (H): 0.209, atom 34 (H): 0.195, atom 35 (H): 0.211, atom 36 (H): 0.209, atom 37 (H): 0.199, atom 38 (H): 0.230, atom 39 (H): 0.171, atom 40 (H): 0.229, atom 41 (H): 0.233

---

C12H7N2O4SbSe5W | ωB97M-V/def2-TZVPD

Geometry as ORCA input:
```
! RIJCOSX wB97M-V def2-TZVPD def2/J DEFGRID3
* xyz 0 1
W 0.982 -0.377 -0.226
O -0.519 3.297 -1.462
C -0.296 2.314 -0.821
O 0.447 1.292 -1.210
C -0.845 2.055 0.566
C -1.380 2.971 1.449
C -1.636 2.545 2.748
C -1.352 1.240 3.132
C -0.827 0.393 2.177
N -0.610 0.807 0.937
C -0.311 -1.015 2.370
O -0.639 -1.737 3.260
O 0.533 -1.309 1.389
H -1.546 3.991 1.134
H -2.032 3.242 3.475
H -1.496 0.884 4.142
Se 2.743 -2.149 -0.166
Sb 3.245 0.000 -1.462
Se 2.324 1.163 0.972
Se 1.597 -0.466 -3.147
Se 5.443 0.863 -1.869
Se -1.198 -1.306 -1.013
C -1.604 -2.544 -2.466
C -2.304 -3.687 -2.127
C -2.651 -4.554 -3.155
N -2.347 -4.338 -4.429
C -1.690 -3.226 -4.731
C -1.290 -2.286 -3.786
H -2.575 -3.895 -1.101
H -3.195 -5.467 -2.937
H -1.471 -3.064 -5.781
H -0.778 -1.390 -4.100
*
```

LUMO level (spin up / spin down)   -3.53 / -3.52 eV
ΔE to the lowest compared entry with this formula, charge and spin   2.401 eV
E_HOMO (spin up / spin down)   -8.75 / -8.75 eV
Molar mass   943.6 g/mol

Partial atomic charges computed with the natural (NBO) method, in multiples of e: atom 1 (W): 0.546, atom 2 (O): -0.529, atom 3 (C): 0.768, atom 4 (O): -0.728, atom 5 (C): 0.126, atom 6 (C): -0.182, atom 7 (C): -0.134, atom 8 (C): -0.185, atom 9 (C): 0.103, atom 10 (N): -0.423, atom 11 (C): 0.764, atom 12 (O): -0.510, atom 13 (O): -0.685, atom 14 (H): 0.257, atom 15 (H): 0.237, atom 16 (H): 0.255, atom 17 (Se): -0.053, atom 18 (Sb): 0.979, atom 19 (Se): 0.028, atom 20 (Se): -0.184, atom 21 (Se): -0.408, atom 22 (Se): 0.082, atom 23 (C): -0.104, atom 24 (C): -0.283, atom 25 (C): 0.049, atom 26 (N): -0.414, atom 27 (C): 0.050, atom 28 (C): -0.279, atom 29 (H): 0.235, atom 30 (H): 0.198, atom 31 (H): 0.197, atom 32 (H): 0.227